Molecular formula: C4H9ClFNO
Method: DFT, ωB97M-V with the def2-TZVPD basis set

Geometry (Å):
C1 -0.5689 0.6605 -1.4938
C2 -0.4651 -0.1110 -0.1679
O1 -0.8943 -1.5053 -0.3863
C3 1.0481 -0.0903 0.1294
N1 1.3900 -1.2122 1.0098
C4 -1.2829 0.5277 0.8174
F1 -1.2020 0.0538 1.9388
Cl1 -0.5171 2.3661 0.8218
H1 -1.6679 0.7880 -1.9180
H2 0.0807 1.5245 -1.4601
H3 -0.0674 0.0088 -2.2578
H4 -0.3378 -2.0993 0.0854
H5 1.1106 0.9647 0.5141
H6 1.9000 0.0413 -0.7564
H7 1.6249 -0.8056 2.0070
H8 2.1409 -1.8213 0.6471
H9 -2.2916 0.7094 0.4695

Cartesian forces, eV/Å:
-1.318 -1.809 -2.226
2.544 -2.663 -4.694
-1.420 2.479 -0.767
2.062 1.280 -0.746
1.031 1.316 2.478
-0.610 4.337 -4.056
0.171 -2.266 6.270
-1.377 -0.445 0.873
2.241 0.266 1.181
-0.648 0.499 -0.098
-0.580 0.308 0.635
1.074 -0.382 1.103
0.868 -1.474 0.594
-2.894 -0.888 1.499
-0.330 -1.576 -2.702
-0.483 0.908 0.545
-0.331 0.109 0.111

Kohn-Sham gap = 10.52 eV
ΔE to the lowest compared entry with this formula, charge and spin = 0.00 kJ/mol
net charge = 0
LUMO level = 0.0283 Eh
E_HOMO = -9.7 eV

---

Molecular formula: C4H9ClNO
Method: DFT, ωB97M-V with the def2-TZVPD basis set

Geometry (Å):
C1 0.2463 -1.2280 0.3026
C2 -3.4739 -0.6648 0.4924
C3 0.9308 0.8780 0.9964
C4 0.7020 0.3221 -1.4535
N1 0.6067 -0.0712 -0.0507
O1 -2.3060 -0.7176 0.2517
Cl1 -4.3986 0.6645 -0.0804
H1 0.0196 -2.0346 -0.4162
H2 -4.0949 -1.4697 1.0662
H3 0.1006 1.6328 0.9804
H4 1.0636 0.3762 2.0009
H5 1.8321 1.6354 1.0014
H6 1.7543 0.0292 -1.7412
H7 -0.0929 -0.3602 -2.0609
H8 0.6374 1.3401 -1.7356
H9 -0.0154 -1.5149 1.2853

Cartesian forces, eV/Å:
-1.022 -1.494 -1.602
-0.632 -1.093 0.456
0.317 3.063 2.270
0.261 -3.904 -2.284
0.865 0.595 0.579
-0.020 -0.410 0.359
-0.445 0.114 0.093
0.186 0.893 -0.044
1.045 1.391 -0.905
0.364 -0.853 0.477
-0.651 0.416 -1.295
-1.100 -2.137 -1.277
-1.125 0.145 -0.080
2.055 1.889 1.368
-0.632 1.134 0.636
0.535 0.251 1.250

Kohn-Sham gap = 10.32 eV
ΔE to the lowest compared entry with this formula, charge and spin = 184.13 kJ/mol
net charge = +1
LUMO level = -0.1622 Eh
E_HOMO = -14.7 eV

---

Molecular formula: C4H9ClNS
Method: DFT, ωB97M-V with the def2-TZVPD basis set

Geometry (Å):
C1 0.8733 0.3304 0.0462
C2 1.1329 1.6596 1.6502
C3 -1.5760 0.1014 -0.2591
C4 0.0354 -1.4970 -1.0835
N1 -0.2810 -0.5593 0.0205
S1 1.9031 0.1415 1.4007
Cl1 2.0546 3.0708 1.4047
H1 1.1157 0.8188 -0.8580
H2 0.1199 1.6749 1.7505
H3 -2.2539 -0.5821 -0.7759
H4 -2.0575 0.2211 0.7440
H5 -1.2729 0.9911 -0.6991
H6 -0.5691 -2.4227 -1.2541
H7 -0.0187 -0.9450 -1.9764
H8 1.0520 -1.8463 -0.9858
H9 -0.2577 -1.1573 0.8751

Cartesian forces, eV/Å:
0.414 1.222 2.985
2.335 -0.936 -2.609
-1.248 -1.738 2.927
0.286 -2.049 -0.737
0.309 -2.307 -0.414
0.643 -0.712 0.317
-0.515 0.036 0.148
0.228 0.409 -0.740
-2.518 0.614 1.048
0.380 0.401 -0.473
0.343 0.607 -0.886
-0.429 1.676 -1.110
-0.190 1.031 0.908
-0.063 0.777 -1.213
0.333 0.015 0.235
-0.309 0.953 -0.386

Kohn-Sham gap = 9.16 eV
ΔE to the lowest compared entry with this formula, charge and spin = 273.97 kJ/mol
net charge = +1
LUMO level = -0.1478 Eh
E_HOMO = -13.2 eV

---

Molecular formula: C4H9ClO2
Method: DFT, ωB97M-V with the def2-TZVPD basis set

Geometry (Å):
C1 1.8811 -0.9567 1.0814
C2 0.9332 -1.0461 -0.1762
C3 -0.4915 -0.1282 -0.0866
O1 -0.7552 0.2987 1.2596
Cl1 -1.8164 -1.1229 -0.6675
O2 -0.2792 1.0488 -0.8363
C4 -1.6256 1.7833 -1.1545
H1 2.2222 0.0794 1.1969
H2 2.8689 -1.3664 0.7866
H3 1.3443 -1.2442 1.9689
H4 0.6379 -2.0463 -0.3183
H5 1.4256 -0.7034 -1.0879
H6 -0.6002 -0.5347 1.6716
H7 -1.2900 2.4764 -1.8931
H8 -2.0177 2.4400 -0.3993
H9 -2.4373 1.0225 -1.3453

Cartesian forces, eV/Å:
0.084 1.712 -2.456
-0.993 2.365 0.965
3.503 1.614 0.668
0.092 -0.372 -2.028
-0.654 -0.813 -0.286
-3.233 -0.330 0.107
1.308 -1.578 0.574
-0.655 0.154 0.239
-0.859 -0.938 0.750
0.567 -0.654 0.445
-0.441 -1.243 -0.209
-0.018 0.055 0.161
-0.141 -0.785 1.567
-0.202 -0.163 -1.201
0.397 -0.129 1.242
1.245 1.103 -0.540

Kohn-Sham gap = 11.35 eV
ΔE to the lowest compared entry with this formula, charge and spin = 131.25 kJ/mol
net charge = 0
LUMO level = 0.0304 Eh
E_HOMO = -10.5 eV

---

Molecular formula: C4H9ClO2
Method: DFT, ωB97M-V with the def2-TZVPD basis set

Geometry (Å):
C1 0.2099 0.7713 -1.2380
C2 1.7440 -1.3361 0.4476
C3 -0.0941 0.7471 0.1855
C4 -1.4424 0.2568 0.6116
O1 -2.2825 1.2217 0.2478
O2 1.0701 -0.5325 1.2766
Cl1 -1.6453 -1.3904 -0.2284
H1 -0.5704 0.2512 -1.8278
H2 1.0323 0.0892 -1.5144
H3 0.4731 1.6922 -1.5492
H4 2.2871 -0.7941 -0.3227
H5 1.2120 -2.1725 -0.0547
H6 2.4236 -1.7148 1.1069
H7 0.2711 1.6662 0.6581
H8 -1.5156 0.0745 1.6698
H9 -3.1730 1.1703 0.5312

Cartesian forces, eV/Å:
-0.620 -4.483 -0.365
-0.635 -0.242 -2.161
2.397 -1.392 2.403
1.297 -1.078 0.587
-0.128 1.695 -1.920
-4.007 3.778 -1.185
-0.539 0.477 0.440
-0.005 0.927 0.209
0.285 0.243 0.482
0.644 3.092 -1.244
0.413 0.126 -0.383
-0.218 0.335 0.287
2.528 -1.733 1.370
-0.420 -0.563 0.453
0.275 -0.604 0.328
-1.268 -0.577 0.700

Kohn-Sham gap = 9.63 eV
ΔE to the lowest compared entry with this formula, charge and spin = 307.46 kJ/mol
net charge = 0
LUMO level = 0.0145 Eh
E_HOMO = -9.2 eV

---

Molecular formula: C4H9F3FeHgNO6RbS
Method: DFT, ωB97M-V with the def2-TZVPD basis set

Geometry (Å):
Hg1 0.8865 -0.6538 3.3866
Fe1 1.2266 -2.4117 0.6233
Rb1 4.7196 -1.6161 1.9437
O1 2.0019 -0.7303 1.4313
H1 1.8523 -0.1524 0.6595
O2 0.0468 -2.4791 2.2306
H2 -0.8723 -2.2639 2.4008
C1 1.2384 -0.4791 -3.5049
F1 0.7850 -1.6295 -3.9857
F2 1.7972 0.1916 -4.4582
F3 0.2031 0.2016 -3.0119
S1 2.4291 -0.8432 -2.1238
O3 2.7966 0.4351 -1.6107
O4 1.5785 -1.5829 -1.1566
O5 3.4608 -1.6976 -2.6450
C2 -2.0107 0.7478 2.2147
O6 -0.9968 0.4638 2.8961
N1 -1.9987 1.3176 1.0258
C3 -3.2424 1.3929 0.2621
C4 -0.7863 1.7081 0.3290
H3 -2.9965 0.4615 2.5976
H4 -3.1277 1.9954 -0.6360
H5 -4.1027 1.7743 0.8064
H6 -3.4897 0.3975 -0.1213
H7 0.0718 1.7305 0.9996
H8 -0.5888 1.0059 -0.4848
H9 -0.8815 2.7162 -0.0684

Cartesian forces, eV/Å:
-1.150 0.082 -1.581
-0.990 1.042 -0.780
0.526 0.122 -0.263
0.500 -0.468 0.458
0.190 0.512 0.357
1.238 0.331 0.316
-0.412 -0.399 -0.390
-0.391 -1.035 0.547
-0.071 -0.252 0.024
0.620 0.620 -0.425
-0.179 0.283 0.238
1.841 -0.220 -2.084
-0.025 0.664 0.848
-1.583 -1.553 2.067
-0.623 0.423 0.316
-0.108 -0.086 -0.791
0.761 -0.032 0.627
-0.218 0.002 0.677
-0.619 -0.548 -0.848
0.552 -0.015 0.033
0.024 0.214 -0.048
0.297 0.274 0.249
0.246 0.060 0.336
-0.039 0.049 0.166
-0.167 -0.132 0.121
-0.013 0.119 -0.066
-0.206 -0.057 -0.102

Kohn-Sham gap (spin up / spin down) = 5.77 / 5.72 eV
net charge = +2
LUMO level (spin up / spin down) = -0.3806 / -0.3823 Eh
spin multiplicity = 5
E_HOMO (spin up / spin down) = -16.1 / -16.1 eV

---

no.,maximum force (eV Å⁻¹),electronic energy (Eh)
1,6.669,-847.78504
2,4.530,-747.68236
3,3.625,-1070.56186
4,3.914,-768.42183
5,5.633,-768.35472
6,3.032,-2802.41391